1.
Entry from the OMol25 dataset: C14H17N3O4S in the gas phase at a distorted geometry (ωB97M-V/def2-TZVPD).

Summary:
SMILES string = COCC(=O)N(Cc1ccco1)c1nnc([C@H]2CCOC2)s1
Total energy = -38287.3712 eV
HOMO level = -0.32163 hartree
Energy relative to the best compared isomer or geometry (same formula, charge and spin) = 3.104 eV
Frontier orbital gap = 9.3 eV
F_max = 1.701 eV/Å

XYZ file:
```
39
C14H17N3O4S, DFT ωB97M-V/def2-TZVPD
C -3.33896 -2.49191 0.15305
O -2.68458 -1.88628 -0.93931
C -3.35482 -0.75292 -1.43935
C -3.33743 0.41553 -0.45124
O -4.32918 0.80619 0.12238
N -2.11641 0.98644 -0.26725
C -1.95121 2.09493 0.68701
C -0.94135 1.70955 1.71330
C -1.05550 1.08116 2.91909
C 0.26720 0.84632 3.36913
C 1.08585 1.33935 2.40092
O 0.36520 1.86127 1.39729
C -0.93173 0.56148 -0.83883
N -0.20314 1.31010 -1.58935
N 0.98358 0.80291 -1.86086
C 1.21175 -0.33797 -1.31180
C 2.49780 -1.07952 -1.39898
C 3.58601 -0.22509 -2.05641
C 4.11160 0.60902 -0.87940
O 3.69681 -0.03315 0.32269
C 3.10367 -1.26741 0.00202
S -0.14004 -0.94623 -0.38342
H -3.41740 -1.81075 1.00660
H -4.34479 -2.82088 -0.12948
H -2.73412 -3.35322 0.42852
H -2.83569 -0.46984 -2.35962
H -4.40412 -0.98748 -1.66437
H -2.93073 2.26913 1.13450
H -1.61418 2.97650 0.13534
H -1.96584 0.82681 3.42224
H 0.56049 0.37415 4.28389
H 2.15299 1.36129 2.29814
H 2.33900 -2.03751 -1.89888
H 3.18743 0.40132 -2.84871
H 4.36881 -0.86913 -2.45654
H 5.20423 0.68838 -0.88977
H 3.68187 1.61488 -0.87983
H 3.86017 -2.06650 -0.02608
H 2.36675 -1.50094 0.77335
```

Here are the natural (NBO) charges for atoms 1 to 4, given in e: -0.26, -0.53, -0.16, 0.67

2.
Entry from the OMol25 dataset: 12 unconnected molecules or ions with the total composition C36H93N21O12 at a distorted geometry (ωB97M-V/def2-TZVPD).

Summary:
SMILES string = CC1(C)CCCC(C)(C)N1O.CC1(C)CCCC(C)(C)N1O.CC1(C)CCCC(C)(C)N1O.NC(N)=O.NC(N)=O.NC(N)=O.NC(N)=O.NC(N)=O.NC(N)=O.NC(N)=O.NC(N)=O.NC(N)=O
Total energy = -94701.0241 eV
HOMO level = -0.27773 hartree
Energy relative to the best compared isomer or geometry (same formula, charge and spin) = 7.993 eV
Frontier orbital gap = 7.6 eV
F_max = 14.663 eV/Å

XYZ file:
```
162
C36H93N21O12, DFT ωB97M-V/def2-TZVPD
C 4.38265 -2.96488 10.88159
C 5.57895 -3.97742 10.81640
C 6.79911 -3.38624 11.43803
C 5.16758 -5.23981 11.59036
C 4.21505 -6.15276 10.97396
C 4.86927 -6.64032 9.60155
C 5.12127 -5.43913 8.68348
C 6.12869 -5.90241 7.61019
C 3.76833 -4.92409 7.96771
N 5.86086 -4.43429 9.40955
O 6.35754 -3.43923 8.66961
H 4.66696 -2.07105 11.43688
H 4.22985 -2.65362 9.84821
H 3.39963 -3.38240 11.09941
H 7.65764 -4.03478 11.61244
H 7.02347 -2.47815 10.87846
H 6.48478 -3.19397 12.46387
H 6.09165 -5.80376 11.71744
H 4.97351 -4.88636 12.60303
H 4.01814 -7.04319 11.57101
H 3.25420 -5.64314 10.90214
H 4.08578 -7.26512 9.17275
H 5.66713 -7.37625 9.70111
H 5.87677 -6.86539 7.16601
H 7.10650 -6.11536 8.04222
H 6.17364 -5.23450 6.74997
H 3.09240 -5.77453 7.87841
H 4.14391 -4.50985 7.03206
H 3.43804 -4.18603 8.69865
H 7.29209 -3.62288 8.54927
C -1.72767 -6.63015 9.82251
C -0.64018 -5.84088 10.55029
C 0.64153 -6.75210 10.56593
C -0.29573 -4.54190 9.80868
C -1.38597 -3.46559 9.92966
C -1.35808 -3.07637 11.41929
C -1.64122 -4.26252 12.35488
C -1.21821 -3.89245 13.80562
C -3.16886 -4.68951 12.32611
N -0.86711 -5.48913 11.96019
O -1.11022 -6.58231 12.79496
H -1.34891 -6.95000 8.85178
H -1.98548 -7.54334 10.35891
H -2.71202 -6.16230 9.83931
H 1.35149 -6.35966 11.29398
H 0.44992 -7.81711 10.69686
H 1.29382 -6.83737 9.69682
H 0.62145 -4.00133 10.04249
H -0.15963 -4.73252 8.74414
H -1.05867 -2.55861 9.42138
H -2.35881 -3.76304 9.53825
H -2.14117 -2.32406 11.51366
H -0.36578 -2.70019 11.66813
H -1.51322 -2.90911 14.17185
H -0.13718 -3.83210 13.93147
H -1.65856 -4.54637 14.55834
H -3.86408 -3.85017 12.34290
H -3.44345 -5.33791 13.15815
H -3.34301 -5.38008 11.50096
H -0.24032 -6.70635 13.18159
C 1.63156 -8.48062 14.12203
C 1.80525 -7.93760 15.56790
C 3.11904 -7.15943 15.76394
C 0.77519 -6.75150 15.66863
C -0.72386 -7.28929 15.90070
C -0.72728 -8.14669 17.17780
C 0.20485 -9.36517 17.24954
C 0.35690 -9.83686 18.78982
C -0.36324 -10.42850 16.29497
N 1.60610 -8.91161 16.73621
O 2.50553 -9.96242 16.62700
H 2.37259 -9.26121 13.94984
H 0.68538 -8.97825 13.90943
H 1.79944 -7.73803 13.34197
H 3.40658 -7.19451 16.81474
H 3.95090 -7.48466 15.13916
H 3.04538 -6.09172 15.55737
H 1.14770 -6.28644 16.58134
H 0.81427 -5.92205 14.96252
H -1.31247 -6.37296 15.85634
H -0.96102 -7.77655 14.95496
H -1.70807 -8.37399 17.59551
H -0.33631 -7.47451 17.94161
H 1.28316 -10.37613 18.98814
H -0.51097 -10.47972 18.93685
H 0.49509 -8.93099 19.38008
H 0.52174 -10.94675 15.92575
H -0.97742 -9.89248 15.57138
H -0.98120 -11.17072 16.80028
H 2.82419 -9.88347 17.52912
N 3.49136 -9.35804 10.61931
C 3.20159 -9.83643 9.39927
N 4.08659 -10.65071 8.97995
O 2.24180 -9.56727 8.84174
H 4.35530 -9.55985 11.10200
H 2.95131 -8.59761 11.00687
H 4.75763 -10.85855 9.70563
H 3.80408 -11.20270 8.18271
N -1.68290 -9.92554 9.35438
C -1.52970 -9.92124 8.18130
N -0.34153 -9.45741 7.80821
O -2.35846 -10.22605 7.36372
H -0.87554 -9.73972 9.93207
H -2.54825 -10.18281 9.80724
H -0.37177 -9.40580 6.79998
H 0.53204 -9.57100 8.30226
N 2.55835 -13.62270 6.22685
C 2.43211 -12.49974 5.64787
N 1.87772 -11.70515 6.46624
O 2.77185 -12.30908 4.49592
H 2.47302 -13.82918 7.21183
H 3.10417 -14.22581 5.62816
H 1.32818 -10.98654 6.01713
H 1.68572 -11.97200 7.42124
N 8.46710 -8.91212 6.56895
C 8.37381 -8.71942 7.88250
N 7.37736 -9.31045 8.52097
O 9.26220 -8.07591 8.48162
H 9.01661 -8.41204 5.88480
H 7.71061 -9.45359 6.17571
H 7.18933 -9.04149 9.47617
H 6.75713 -9.88419 7.96759
N 7.05618 -9.41063 13.80204
C 7.04362 -9.32787 12.52017
N 8.24655 -9.27453 11.94357
O 6.02127 -9.47135 11.76788
H 6.26735 -9.33747 14.42854
H 7.91169 -9.73958 14.22631
H 9.05903 -9.34651 12.53922
H 8.26096 -9.35394 10.93680
N 0.75412 -12.39416 11.12610
C 0.61790 -12.95435 9.88325
N -0.51165 -13.48384 9.73915
O 1.49790 -12.90683 9.02288
H -0.06317 -12.20876 11.68981
H 1.66865 -12.15194 11.47973
H -0.65648 -13.88233 8.82246
H -1.17604 -13.59482 10.49173
N 4.24305 -11.24758 14.52989
C 5.05808 -12.06622 15.13468
N 5.81269 -12.53950 14.34244
O 5.15380 -12.32564 16.34057
H 4.47437 -11.08138 13.56088
H 3.63752 -10.71749 15.14016
H 5.66144 -12.16590 13.41634
H 6.45593 -13.24151 14.67936
N 4.76665 -9.90821 5.45036
C 5.74029 -10.77191 5.33307
N 5.98354 -11.37284 4.20044
O 6.41590 -11.05104 6.22305
H 4.14595 -9.65727 4.69414
H 4.38180 -9.76163 6.37259
H 5.47182 -11.24209 3.33954
H 6.81750 -11.94227 4.21944
N 6.18798 -13.71385 9.95229
C 6.14784 -12.70870 10.76845
N 7.30102 -12.20998 11.12688
O 5.12749 -12.21285 11.22429
H 7.06581 -14.20819 9.88064
H 5.34071 -14.18050 9.66163
H 7.33861 -11.49212 11.83636
H 8.18060 -12.53631 10.75276
```

Here are the Löwdin charges for atoms 1 to 4, given in e: -0.01, -0.48, -0.04, -0.18

3.
Entry from the OMol25 dataset: a molecular structure, C30H60Cl28FInNO4 at a distorted geometry (ωB97M-V/def2-TZVPD).

Summary:
Total energy = -400277.2965 eV
Net charge = -1
HOMO level = -0.17811 hartree
Frontier orbital gap = 6.2 eV
F_max = 4.331 eV/Å

XYZ file:
```
125
C30H60Cl28FInNO4, DFT ωB97M-V/def2-TZVPD
C -1.31018 1.77447 6.64546
C -1.85962 0.32127 7.04038
C -2.39255 -0.55275 5.79873
O -2.43151 0.15876 4.53897
C -1.46859 -0.43959 3.62427
In -0.95011 0.96539 1.89296
C -2.44811 2.69667 1.69491
C -1.56371 4.00963 1.39919
C -2.40548 5.36038 1.27618
F -3.22309 5.65025 2.43493
C 1.11394 1.79217 2.29532
C 2.27187 1.31662 1.29757
N 3.65348 1.78495 1.73411
C 4.09822 1.06741 2.96228
C 3.88609 1.92152 4.32246
C 4.53892 1.44021 0.57767
C 5.16097 -0.04335 0.35122
O 4.82417 2.29553 -0.30320
C -1.16232 -0.24068 -0.00584
O -2.51549 0.08373 -0.55576
C -2.46505 0.26953 -1.94370
C -1.75691 1.47788 -2.69015
O -3.03489 -0.59616 -2.66913
H -1.91086 2.29731 5.82362
H -0.20189 1.67353 6.37908
H -1.37719 2.42151 7.58689
H -0.99136 -0.26072 7.51124
H -2.71942 0.39865 7.79935
H -1.77829 -1.51925 5.74481
H -3.46660 -0.89272 6.05357
H -0.49511 -0.65494 4.19950
H -1.85154 -1.45083 3.21038
H -3.06531 2.50965 0.74498
H -3.11020 2.78471 2.61845
H -0.80748 4.13851 2.23914
H -1.00280 3.88831 0.39841
H -3.07675 5.41335 0.34877
H -1.65001 6.23497 1.19566
H 1.06469 2.93286 2.29502
H 1.39950 1.46970 3.35250
H 2.08827 1.85051 0.29289
H 2.22590 0.19314 1.10361
H 5.23803 0.92139 2.87722
H 3.64504 0.02463 3.03837
H 3.19426 2.81295 4.17493
H 4.91308 2.22660 4.74415
H 3.44753 1.18861 5.09058
H 5.02390 -0.42618 -0.70619
H 4.72892 -0.80250 1.10172
H 6.28562 0.00361 0.59129
H -1.24424 -1.34755 0.31242
H -0.33488 -0.10341 -0.77616
H -2.31474 1.65032 -3.67202
H -0.66965 1.19789 -2.85871
H -1.87745 2.43766 -2.06830
C 8.02844 -2.83753 -0.83794
Cl 7.31221 -1.59908 -1.87783
Cl 7.17909 -2.95194 0.70817
H 7.97010 -3.79947 -1.34413
H 9.06986 -2.58178 -0.65031
C -4.10208 4.76435 5.45882
Cl -5.07891 3.43818 6.10566
Cl -2.38298 4.49908 5.76413
H -4.26245 4.83053 4.38552
H -4.40795 5.69396 5.93610
C -5.83188 -2.50647 -2.53323
Cl -6.42858 -1.07870 -3.38602
Cl -7.14247 -3.34153 -1.68207
H -5.38890 -3.18966 -3.25516
H -5.07956 -2.19529 -1.80930
C -7.08737 2.37146 -2.24411
Cl -5.60919 3.19139 -1.72907
Cl -8.03174 3.38468 -3.34531
H -6.81957 1.44899 -2.75520
H -7.69051 2.14587 -1.36660
C 3.08224 -0.78623 -3.09401
Cl 3.41779 -2.49063 -2.74335
Cl 2.65946 0.10402 -1.61982
H 3.96651 -0.33536 -3.54130
H 2.24757 -0.72877 -3.78975
C -0.08798 -3.82754 -4.06639
Cl 1.10617 -4.95580 -3.41001
Cl 0.30851 -2.15553 -3.65571
H -0.11004 -3.92857 -5.14994
H -1.06546 -4.06940 -3.65288
C -7.50432 6.09734 3.59939
Cl -7.88835 7.79644 3.28965
Cl -5.90926 5.67562 2.96884
H -7.51720 5.92261 4.67398
H -8.25268 5.47240 3.11533
C -0.19187 8.48281 -0.86013
Cl 0.14351 6.78569 -0.50170
Cl -0.56335 9.38769 0.61271
H 0.68327 8.92344 -1.33421
H -1.04472 8.53965 -1.53418
C 0.55060 1.60635 -6.37900
Cl 1.19459 0.98494 -4.85491
Cl 0.17960 3.33042 -6.26179
H 1.29126 1.45643 -7.16237
H -0.36123 1.06420 -6.62396
C 3.27586 -7.63982 -5.32249
Cl 2.07070 -8.86259 -5.74708
Cl 4.44705 -7.41755 -6.62738
H 2.76946 -6.69361 -5.13621
H 3.80240 -7.95927 -4.42511
C 7.37935 -0.40646 -5.84564
Cl 6.77362 1.01805 -6.69954
Cl 6.07710 -1.24698 -4.99718
H 7.82741 -1.08701 -6.56734
H 8.12787 -0.09202 -5.12029
C -5.58691 -3.59120 1.71544
Cl -4.71201 -2.09640 1.36986
Cl -6.53143 -3.45310 3.20488
H -6.26116 -3.80508 0.88862
H -4.86969 -4.40270 1.82633
C 6.29132 -5.99763 3.18631
Cl 6.97253 -6.64590 4.68362
Cl 5.93486 -4.27438 3.33784
H 7.00966 -6.13986 2.38065
H 5.36991 -6.53005 2.95777
C 0.24178 -11.15300 -7.77146
Cl 0.00271 -12.64745 -6.85785
Cl 1.02556 -11.47043 -9.32362
H -0.72679 -10.69062 -7.95258
H 0.86961 -10.48029 -7.19015
```

Here are the Löwdin charges for atoms 1 to 4, given in e: -0.17, -0.22, -0.26, -0.29

Which of these has the highest HOMO level? C30H60Cl28FInNO4

What is the total energy in the second record? -94701.0241 eV

What is the HOMO level in the first record? -0.32163 hartree